1.
The following is a quantum chemistry calculation of a structure of composition C3H8Cl2Si in a non-equilibrium geometry, from the Open Molecules 2025 dataset.

Computed properties:
E_HOMO: -7.76 eV
maximum force: 3.618 eV Å⁻¹
E_tot: -36160.7949 eV
relative energy (zero: lowest compared OMol25 entry of this formula, charge and spin): 4.991 eV
E_LUMO: -0.2 eV
orbital gap: 0.2771 Eh

Last column: Löwdin charge in e.
Positions of all 14 atoms, in Å:
C: 0.260365 0.559810 2.001272  -0.3308
C: -2.490320 2.041773 0.848092  -0.7769
C: -0.296000 -0.447314 -2.821883  -0.5067
Si: -0.578399 1.805834 0.761733  0.6967
Cl: -2.766515 1.400396 -0.826026  0.4221
Cl: -0.706417 -1.453034 -1.389211  0.3958
H: -0.333460 -0.321402 2.241094  0.0089
H: 1.049630 0.163400 1.498862  -0.0611
H: 0.665438 1.052034 2.938020  0.0391
H: -2.920713 3.001007 0.996827  -0.0023
H: -3.033874 1.277514 1.453461  0.0235
H: 0.275627 0.379365 -2.417506  0.0014
H: -1.334515 -0.098312 -3.293337  0.0688
H: 0.158418 -1.171903 -3.517186  0.0215

Forces on atoms 1 to 6 (eV/Å):
C -2.91 1.23 1.77
C -0.17 -2.75 1.07
C -2.81 -0.35 -0.84
Si 1.28 0.63 -0.44
Cl -0.02 0.35 -0.07
Cl -0.04 -0.05 0.17

---

2.
The following is a quantum chemistry calculation of the ion C3H8ClN2 with charge +1 in a non-equilibrium geometry, from the Open Molecules 2025 dataset.

Computed properties:
E_HOMO: -15.36 eV
SMILES: C/[NH+]=C(\N)CCl
maximum force: 5.759 eV Å⁻¹
E_tot: -18736.0024 eV
relative energy (zero: lowest compared OMol25 entry of this formula, charge and spin): 0.736 eV
net charge: +1
E_LUMO: -3.6 eV
orbital gap: 0.4320 Eh

Last column: Löwdin charge in e.
Positions of all 14 atoms, in Å:
C: -1.522111 0.262154 -1.171944  -0.0382
N: -0.219847 -0.331733 -0.937195  0.0320
C: 0.214700 -0.181814 0.315795  -0.2684
N: -0.527856 0.296689 1.292170  0.1814
C: 1.915549 -0.321926 0.630573  -0.3955
Cl: 2.751826 -1.043735 -0.804934  0.6115
H: -1.462754 1.286922 -0.749597  0.1065
H: -2.353110 -0.264822 -0.670407  0.1061
H: -1.647656 0.145393 -2.288802  0.1307
H: 0.491494 -0.461414 -1.564653  0.0621
H: -0.392179 0.455458 2.290526  0.1522
H: -1.567315 0.559078 1.243935  0.1655
H: 2.383056 0.598919 0.879181  0.0570
H: 1.936202 -0.999169 1.535350  0.0972

Forces on atoms 1 to 6 (eV/Å):
C -0.32 -0.19 -1.94
N -1.53 0.72 5.51
C 3.67 0.61 -0.14
N -3.37 0.81 0.82
C -3.14 -2.45 -0.19
Cl -0.73 0.49 1.13

---

3.
The following is a quantum chemistry calculation of the ion C3H8ClN2 with charge +1 in a non-equilibrium geometry, from the Open Molecules 2025 dataset.

Computed properties:
E_HOMO: -15.03 eV
SMILES: CN(C)C(=[NH2+])Cl
maximum force: 5.244 eV Å⁻¹
E_tot: -18735.8984 eV
relative energy (zero: lowest compared OMol25 entry of this formula, charge and spin): 0.840 eV
net charge: +1
E_LUMO: -3.2 eV
orbital gap: 0.4334 Eh

Last column: Löwdin charge in e.
Positions of all 14 atoms, in Å:
C: 0.305449 -1.195622 -0.954193  0.0795
N: -0.234661 -0.165941 0.003683  -0.1726
C: -1.533857 -0.338465 0.544251  -0.0653
C: 0.482226 0.787494 0.391384  -0.6957
N: 1.608495 1.284248 -0.029241  0.1307
Cl: -0.219545 1.902260 1.576091  0.8210
H: 1.332073 -0.945274 -1.181927  0.0882
H: 0.155710 -2.160588 -0.368973  0.1381
H: -0.494887 -1.222414 -1.659692  0.1005
H: -2.122339 0.555070 0.263369  0.1115
H: -1.970333 -1.241543 0.224132  0.0991
H: -1.676216 -0.136246 1.570271  0.0646
H: 2.197602 0.773256 -0.701794  0.1336
H: 2.170284 2.103766 0.322641  0.1668

Forces on atoms 1 to 6 (eV/Å):
C -1.80 -0.72 2.90
N 1.27 -2.18 -0.67
C -2.06 1.98 -0.50
C -0.34 4.56 2.57
N 3.84 -0.01 -1.70
Cl 0.35 -0.55 -0.35